Molecular formula: C18H15NO3S
Method: DFT, ωB97M-V/def2-TZVPD

Structure (ORCA input):
```
! RIJCOSX wB97M-V def2-TZVPD def2/J DEFGRID3
* xyz 0 1
C -5.689 2.780 -0.169
C -5.576 1.344 0.282
O -6.469 0.798 0.890
C -4.317 0.626 -0.052
C -3.297 1.181 -0.824
C -2.155 0.455 -1.095
C -2.018 -0.837 -0.597
O -0.861 -1.513 -0.950
C -0.197 -2.275 -0.066
O -0.516 -2.446 1.077
C 1.027 -2.887 -0.717
C 2.257 -2.697 0.176
C 2.782 -1.308 0.144
N 4.021 -1.017 0.065
C 4.249 0.329 0.074
C 5.492 0.949 0.004
C 5.549 2.327 0.021
C 4.389 3.094 0.105
C 3.144 2.500 0.175
C 3.080 1.117 0.160
S 1.684 0.083 0.236
C -3.025 -1.408 0.169
C -4.162 -0.673 0.434
H -6.632 3.191 0.182
H -4.866 3.367 0.232
H -5.659 2.831 -1.255
H -3.384 2.180 -1.221
H -1.357 0.871 -1.689
H 1.177 -2.446 -1.703
H 0.833 -3.956 -0.832
H 3.064 -3.363 -0.130
H 1.973 -2.946 1.205
H 6.382 0.344 -0.060
H 6.507 2.822 -0.030
H 4.463 4.171 0.118
H 2.244 3.091 0.243
H -2.918 -2.409 0.553
H -4.960 -1.094 1.027
*
```

Output
- relative energy (zero: lowest compared OMol25 entry of this formula, charge and spin) (kJ/mol) = 0.0
- Kohn-Sham gap (Eh) = 0.3345
- HOMO (eV) = -8.94

natural (NBO) atomic charges, in units of e:
1. C -0.718
2. C 0.578
3. O -0.535
4. C -0.187
5. C -0.171
6. C -0.264
7. C 0.371
8. O -0.515
9. C 0.797
10. O -0.577
11. C -0.502
12. C -0.456
13. C 0.134
14. N -0.452
15. C 0.174
16. C -0.221
17. C -0.214
18. C -0.212
19. C -0.205
20. C -0.242
21. S 0.336
22. C -0.272
23. C -0.130
24. H 0.241
25. H 0.229
26. H 0.230
27. H 0.219
28. H 0.227
29. H 0.236
30. H 0.248
31. H 0.245
32. H 0.250
33. H 0.226
34. H 0.216
35. H 0.216
36. H 0.218
37. H 0.240
38. H 0.241